Record 1
{"formula": "C32H48NO27", "method": "ωB97M-V/def2-TZVPD", "charge": -1, "orbital_gap_ev": 9.3, "de_lowest_kj_mol": 212.6, "homo_ev": -7.56, "elements": ["N", "O", "O", "O", "C", "C", "C", "O", "C", "O", "O", "H", "H", "H", "H", "H", "H", "C", "C", "C", "O", "C", "O", "O", "H", "H", "H", "H", "H", "H", "C", "C", "C", "O", "C", "O", "O", "H", "H", "H", "H", "H", "H", "C", "C", "C", "O", "C", "O", "O", "H", "H", "H", "H", "H", "H", "C", "C", "C", "O", "C", "O", "O", "H", "H", "H", "H", "H", "H", "C", "C", "C", "O", "C", "O", "O", "H", "H", "H", "H", "H", "H", "C", "C", "C", "O", "C", "O", "O", "H", "H", "H", "H", "H", "H", "C", "C", "C", "O", "C", "O", "O", "H", "H", "H", "H", "H", "H"], "coordinates": [[-0.046, -0.179, 0.420], [-0.214, -0.437, 1.630], [-1.017, 0.232, -0.216], [1.038, -0.436, -0.161], [-4.447, -3.170, 0.075], [-3.389, -2.962, 1.144], [-3.464, -1.389, 1.698], [-4.130, -1.608, 2.976], [-4.410, -2.888, 3.152], [-5.197, -3.279, 4.136], [-3.856, -3.712, 2.240], [-5.444, -3.321, 0.544], [-4.224, -4.146, -0.466], [-4.462, -2.284, -0.707], [-2.395, -3.085, 0.906], [-4.191, -0.683, 1.298], [-2.468, -1.071, 1.957], [-5.676, 2.504, -2.847], [-4.672, 1.418, -3.296], [-3.921, 0.807, -2.097], [-3.958, -0.597, -2.205], [-4.864, -0.817, -3.233], [-5.431, -1.922, -3.371], [-5.228, 0.332, -3.862], [-6.304, 2.846, -3.795], [-5.057, 3.377, -2.687], [-6.340, 1.827, -2.114], [-4.069, 1.516, -4.249], [-4.310, 1.030, -1.029], [-2.927, 0.996, -2.085], [-0.923, 3.920, 1.625], [-1.240, 4.022, 3.188], [-1.025, 2.587, 3.740], [-0.003, 2.847, 4.686], [0.446, 4.080, 4.567], [1.472, 4.460, 5.171], [-0.127, 4.772, 3.690], [-1.695, 3.282, 1.207], [0.125, 3.694, 1.387], [-0.977, 4.905, 1.098], [-2.181, 4.430, 3.321], [-0.513, 2.039, 2.871], [-1.941, 2.300, 4.327], [2.728, -3.869, 4.295], [1.659, -3.388, 3.262], [2.245, -3.364, 1.856], [1.700, -4.347, 1.087], [0.684, -4.917, 1.875], [-0.085, -5.779, 1.406], [0.634, -4.377, 3.071], [2.157, -4.139, 5.231], [3.361, -3.072, 4.547], [3.364, -4.684, 3.747], [1.196, -2.584, 3.538], [3.271, -3.477, 1.631], [2.070, -2.326, 1.429], [2.431, 1.716, 1.974], [2.779, 0.667, 2.885], [4.179, -0.088, 2.689], [4.634, -0.154, 4.025], [3.941, 0.667, 4.890], [4.265, 1.088, 5.930], [2.881, 1.154, 4.216], [2.458, 1.402, 0.971], [3.135, 2.347, 2.059], [1.385, 2.175, 2.232], [1.942, -0.137, 2.836], [5.103, 0.458, 2.169], [4.145, -1.012, 2.431], [1.359, 2.963, -1.064], [0.609, 3.473, -2.250], [-0.099, 2.278, -3.067], [-1.364, 2.746, -3.151], [-1.642, 3.662, -2.392], [-2.787, 4.100, -2.077], [-0.550, 4.136, -1.988], [0.888, 2.514, -0.380], [1.841, 3.666, -0.489], [1.985, 2.259, -1.205], [1.400, 4.128, -2.692], [0.028, 1.289, -2.475], [0.391, 2.314, -3.895], [-1.376, -1.840, -3.079], [-0.028, -2.310, -3.254], [0.291, -3.338, -2.180], [0.848, -4.371, -2.864], [0.659, -4.145, -4.139], [0.788, -4.967, -5.075], [0.199, -2.938, -4.406], [-1.298, -1.111, -2.196], [-1.963, -2.545, -2.848], [-1.720, -1.273, -3.811], [0.491, -1.353, -3.010], [-0.611, -3.748, -1.610], [1.024, -2.764, -1.648], [5.249, 1.101, -1.244], [4.887, 0.681, -2.751], [3.505, 0.020, -2.754], [2.761, 0.860, -3.439], [3.455, 1.746, -4.119], [2.991, 2.530, -4.907], [4.758, 1.675, -3.626], [5.496, 0.161, -0.717], [4.390, 1.614, -0.794], [6.223, 1.577, -1.230], [5.689, 0.090, -3.189], [3.130, -0.014, -1.759], [3.495, -1.067, -3.142]], "mulliken_charge": [0.63, -0.77, -0.41, -0.51, -0.95, 0.60, 0.30, -0.37, 0.48, -0.68, -0.37, 0.32, 0.33, 0.07, 0.25, 0.10, -0.06, -1.10, 0.55, 0.61, -0.06, 0.38, -0.62, -0.37, 0.27, 0.31, 0.32, 0.28, 0.03, -0.62, -0.90, -0.08, 0.82, -0.33, 0.73, -0.67, -0.38, 0.31, 0.01, 0.45, 0.54, -0.62, 0.34, -1.36, 0.32, 0.23, -0.40, 0.53, -0.61, -0.40, 0.33, 0.35, 0.32, 0.68, 0.59, -0.51, -0.97, 1.55, -0.14, -0.44, 0.48, -0.53, -0.32, -0.36, 1.30, -0.56, -0.69, 0.11, 0.29, -2.89, 0.46, -0.30, -0.35, 0.65, -0.69, -0.34, 0.78, 0.83, 1.03, 0.26, -0.10, 0.74, -3.09, 2.19, 0.23, -0.33, 0.37, -0.67, -0.48, 0.53, 1.13, 0.86, -0.84, -0.01, 0.08, -1.20, 0.30, 0.43, -0.15, 0.51, -0.56, -0.42, 0.33, 0.20, 0.46, 0.36, -0.41, 0.19]}



Record 2
{"formula": "C32H48O23", "method": "ωB97M-V/def2-TZVPD", "smiles": "C[C@H]1COC(=O)O1.C[C@H]1COC(=O)O1.C[C@H]1COC(=O)O1.C[C@H]1COC(=O)O1.C[C@H]1COC(=O)O1.C[C@H]1COC(=O)O1.C[C@H]1COC(=O)O1.O=C1CCCO1", "orbital_gap_ev": 10.5, "de_lowest_kj_mol": 0.0, "homo_ev": -10.09, "elements": ["O", "C", "O", "C", "C", "C", "H", "H", "H", "H", "H", "H", "C", "C", "C", "O", "C", "O", "O", "H", "H", "H", "H", "H", "H", "C", "C", "C", "O", "C", "O", "O", "H", "H", "H", "H", "H", "H", "C", "C", "C", "O", "C", "O", "O", "H", "H", "H", "H", "H", "H", "C", "C", "C", "O", "C", "O", "O", "H", "H", "H", "H", "H", "H", "C", "C", "C", "O", "C", "O", "O", "H", "H", "H", "H", "H", "H", "C", "C", "C", "O", "C", "O", "O", "H", "H", "H", "H", "H", "H", "C", "C", "C", "O", "C", "O", "O", "H", "H", "H", "H", "H", "H"], "coordinates": [[-2.830, -5.577, -6.137], [-2.260, -4.993, -5.272], [-2.854, -3.932, -4.524], [-1.916, -3.456, -3.510], [-0.533, -3.791, -4.086], [-0.843, -5.161, -4.685], [-2.049, -4.018, -2.606], [-2.095, -2.370, -3.335], [0.241, -3.708, -3.341], [-0.279, -3.048, -4.877], [-0.842, -5.865, -3.896], [-0.185, -5.524, -5.422], [1.817, -1.874, 5.931], [0.926, -3.061, 5.918], [-0.472, -2.726, 6.381], [-1.210, -2.742, 5.112], [-0.446, -3.321, 4.154], [-0.801, -3.563, 3.051], [0.761, -3.565, 4.598], [2.043, -1.753, 6.991], [1.319, -1.009, 5.536], [2.730, -2.111, 5.308], [1.382, -3.850, 6.482], [-0.455, -1.746, 6.850], [-0.946, -3.555, 6.968], [-4.888, -2.167, 2.025], [-3.414, -2.600, 2.070], [-3.212, -4.057, 1.526], [-2.694, -3.899, 0.177], [-2.135, -2.692, 0.154], [-1.337, -2.310, -0.647], [-2.631, -1.923, 1.113], [-5.148, -1.998, 0.961], [-5.060, -1.226, 2.481], [-5.499, -2.947, 2.534], [-2.872, -2.472, 2.931], [-4.184, -4.526, 1.414], [-2.412, -4.534, 2.060], [0.235, 0.775, -6.314], [0.497, 0.906, -4.874], [-0.549, 0.167, -4.079], [0.164, -0.624, -3.108], [1.438, -0.732, -3.465], [2.246, -1.364, -2.858], [1.687, 0.076, -4.481], [0.324, -0.284, -6.737], [0.942, 1.422, -6.842], [-0.801, 1.117, -6.433], [0.725, 1.931, -4.541], [-1.095, -0.503, -4.710], [-1.201, 0.850, -3.563], [5.802, 2.046, -5.468], [4.411, 2.141, -4.830], [4.425, 2.000, -3.318], [3.243, 2.739, -2.979], [3.304, 3.804, -3.868], [2.781, 4.849, -3.650], [3.989, 3.516, -4.978], [6.493, 2.688, -4.902], [5.751, 2.347, -6.550], [6.047, 1.022, -5.310], [3.618, 1.501, -5.204], [5.347, 2.486, -3.012], [4.320, 0.927, -2.906], [-2.442, 3.306, -0.275], [-2.339, 4.131, -1.538], [-1.002, 4.156, -2.182], [-1.169, 3.476, -3.439], [-2.497, 3.362, -3.676], [-2.970, 3.011, -4.684], [-3.209, 3.602, -2.569], [-3.502, 3.377, 0.097], [-1.687, 3.676, 0.550], [-2.235, 2.276, -0.530], [-2.695, 5.157, -1.394], [-0.206, 3.629, -1.698], [-0.603, 5.189, -2.376], [0.678, 4.151, 5.589], [0.503, 3.437, 6.890], [-0.514, 2.336, 6.779], [0.106, 1.150, 7.350], [1.445, 1.412, 7.475], [2.173, 0.641, 7.970], [1.786, 2.679, 7.204], [1.429, 4.898, 5.657], [-0.257, 4.544, 5.225], [1.010, 3.372, 4.816], [0.358, 4.022, 7.852], [-0.614, 2.099, 5.773], [-1.441, 2.474, 7.307], [1.776, 1.052, 0.247], [0.639, 0.172, 0.705], [0.913, -1.085, 1.524], [0.421, -0.650, 2.878], [-0.194, 0.526, 2.809], [-0.573, 1.220, 3.720], [-0.274, 0.907, 1.550], [2.063, 0.516, -0.614], [2.554, 1.115, 1.013], [1.368, 1.986, -0.063], [0.105, -0.268, -0.186], [1.911, -1.268, 1.665], [0.328, -1.922, 1.173]], "mulliken_charge": [-0.54, 0.49, -0.45, 0.01, -0.21, -0.76, 0.07, 0.20, 0.43, 0.03, 0.32, 0.40, -1.02, 0.26, -0.35, -0.34, 0.70, -0.49, -0.40, 0.48, -0.05, 0.31, 0.35, 0.21, 0.29, -1.45, 0.52, -0.49, -0.38, 0.64, -0.52, -0.10, 0.33, 0.41, 0.36, 0.15, 0.40, 0.27, -1.64, 0.97, -0.59, -0.06, 0.61, -0.64, -0.46, 0.29, 0.44, 0.41, 0.20, 0.39, 0.00, -1.36, 0.68, -0.54, -0.23, 0.57, -0.58, -0.35, 0.34, 0.32, 0.41, 0.06, 0.46, 0.25, -1.12, 0.53, -0.08, -0.23, 0.62, -0.53, -0.39, 0.36, 0.27, 0.21, 0.27, -0.08, 0.23, -1.17, 0.36, 0.11, -0.29, 0.67, -0.53, -0.36, 0.39, 0.35, 0.18, 0.29, -0.15, 0.26, -1.78, 1.77, -0.73, -0.25, 0.49, -0.71, -0.32, 0.43, 0.36, 0.32, -0.35, 0.64, -0.03]}